A cluster of 2 separate species, C3H5NO2 in total, computed with the ωB97M-V functional and the def2-TZVPD basis.

Last column: natural (NBO) charge in e.
Cartesian coordinates (Å):
O -1.222 -1.542 -0.213  -0.74
C -0.002 -0.895 -0.567  -0.26
C 0.616 -0.086 0.553  0.26
O -0.144 -0.150 1.604  -0.63
C 0.695 2.569 -0.128  0.07
N 1.719 3.088 -0.096  -0.30
H -1.057 -2.486 -0.122  0.49
H 0.778 -1.599 -0.875  0.21
H -0.200 -0.243 -1.427  0.21
H -0.229 2.032 -0.128  0.22
H -0.955 -0.689 1.397  0.48

Values from the calculation:
Energy above the lowest of the compared OMol25 structures with the same formula, charge and spin in eV: 4.463
HOMO level in eV: -8.94
Lowest unoccupied orbital energy in eV: 0.279
Orbital gap in eV: 9.22